# 1
Formula: C5H6F4O
Source: the Open Molecules 2025 dataset
Level of theory: ωB97M-V/def2-TZVPD

Computed properties:
M   158.09 g/mol
HOMO level (alpha / beta)   -8.04 / -9.10 eV
Energy above the lowest of the compared OMol25 structures with the same formula, charge and spin   99.7 kcal per mole
Lowest unoccupied orbital energy (alpha / beta)   -0.5 / 0.3 eV
F_max   0.0560 hartree/bohr
Gap between HOMO and LUMO (alpha / beta)   7.5308 / 9.3736 eV

```
16
Properties=species:S:1:pos:R:3:forces:R:3:mulliken_charge:R:1
C -1.776 -1.485 0.468 -1.9450 0.4333 -0.1757 -0.19
C -1.274 -0.326 -0.241 1.1315 -0.3419 0.0500 0.46
C -1.492 1.150 -0.124 2.7922 -0.5546 -0.4345 -0.92
C 2.319 0.695 -0.290 -0.1452 1.6996 0.5586 0.24
C 1.449 -0.471 0.021 -1.6459 -2.3428 0.0205 0.28
O -1.714 -1.348 -0.999 -0.0555 0.9779 -0.0808 -0.40
F 1.988 1.738 0.526 -0.4430 0.0660 0.6895 -0.27
F 2.077 1.184 -1.529 0.3767 -0.8236 -0.2965 -0.24
F 1.909 -1.576 -0.700 -0.5552 1.3086 0.8538 -0.27
F 1.476 -0.812 1.360 0.3265 0.4662 -1.2219 -0.24
H -1.060 -2.167 0.814 0.7320 -0.9821 0.7120 0.23
H -2.854 -1.583 0.860 1.8255 0.3881 -0.5476 0.22
H -0.707 1.364 0.647 -0.9384 0.4012 -0.4877 0.22
H -2.449 1.307 0.266 -1.6208 0.5344 0.5517 0.40
H -1.263 1.779 -1.011 -0.2778 -0.7507 0.4668 0.27
H 3.370 0.550 -0.067 0.4424 -0.4798 -0.6583 0.22
```
Positions in Å, forces in eV/Å.

# 2
Formula: C6H12N2OPTi
Source: the Open Molecules 2025 dataset
Level of theory: ωB97M-V/def2-TZVPD

Computed properties:
Multiplicity   2
M   207.02 g/mol
HOMO level (alpha / beta)   -5.09 / -3.76 eV
Energy above the lowest of the compared OMol25 structures with the same formula, charge and spin   11.6 kcal per mole
Lowest unoccupied orbital energy (alpha / beta)   0.0 / 0.2 eV
F_max   0.0839 hartree/bohr
Gap between HOMO and LUMO (alpha / beta)   5.1188 / 3.9182 eV

```
23
Properties=species:S:1:pos:R:3:forces:R:3:mulliken_charge:R:1
C -0.443 0.085 -2.591 1.7990 1.3001 -0.7047 -0.61
C -1.217 1.178 -2.052 0.5756 -0.8527 -0.0486 -0.19
C -0.343 2.145 -1.492 0.7494 -0.7081 -0.3644 -0.63
C 1.010 1.740 -1.705 -0.4830 -0.7234 -0.7383 -0.42
C 1.012 0.462 -2.400 -1.9796 0.9247 -0.7432 -0.75
Ti 0.321 -0.408 -0.520 -0.3772 0.3485 -0.8080 0.15
P -0.069 -2.795 -0.563 0.2480 -0.1651 0.2936 -0.08
H -0.813 -0.698 -3.259 0.1876 0.3534 0.3323 0.48
H -2.296 1.327 -2.217 0.6085 -0.3378 0.4709 0.42
H -0.650 3.082 -1.032 0.0726 -0.2726 -0.0261 0.41
H 1.873 -0.048 -2.842 -0.3711 0.2456 0.2319 0.46
H 1.895 2.367 -1.542 -0.4400 -0.4886 0.2242 0.40
H 1.061 -3.513 -1.106 -0.6052 0.1662 0.3116 0.05
H -1.177 -3.396 -1.266 0.2511 -0.2242 0.3081 0.04
H -0.190 -3.447 0.714 -0.0884 -0.3096 -0.8210 0.04
N 1.163 0.200 3.189 -0.5794 0.0615 1.0379 -0.44
C 0.003 0.250 2.504 0.4735 0.0656 -2.2136 0.61
N -1.150 0.206 3.180 -0.2592 0.0494 0.9739 -0.39
O 0.002 0.312 1.229 -0.0710 0.6969 4.2584 -0.45
H 1.155 0.186 4.217 0.1977 0.0205 -1.0471 0.20
H 2.028 0.305 2.688 -0.0155 -0.1312 -0.0974 0.25
H -2.016 0.287 2.664 0.2641 -0.0886 0.1086 0.25
H -1.160 0.172 4.203 -0.1575 0.0693 -0.9390 0.19
```
Positions in Å, forces in eV/Å.

# 3
Formula: C6H16N
Source: the Open Molecules 2025 dataset
Level of theory: ωB97M-V/def2-TZVPD

Computed properties:
Multiplicity   2
M   102.20 g/mol
HOMO level (alpha / beta)   -3.49 / -11.27 eV
Energy above the lowest of the compared OMol25 structures with the same formula, charge and spin   74.3 kcal per mole
Lowest unoccupied orbital energy (alpha / beta)   0.9 / 0.8 eV
F_max   0.0827 hartree/bohr
Gap between HOMO and LUMO (alpha / beta)   4.4140 / 12.0406 eV

```
23
Properties=species:S:1:pos:R:3:forces:R:3:mulliken_charge:R:1
C -1.073 1.417 -1.069 2.6335 -0.9032 -3.2005 -1.34
C -0.235 0.051 -0.951 1.9914 0.0534 -0.3848 -1.48
C -0.760 -0.898 0.127 -2.0190 1.0089 -1.3660 -0.63
C -0.774 -0.078 1.443 -1.9133 0.0725 0.7138 -0.51
C 0.589 0.640 1.611 -1.2067 -1.0204 0.4965 -0.40
C 1.774 -0.274 1.711 -0.2071 -4.0245 -1.3566 -1.12
N -0.028 -0.841 -2.409 -0.4756 0.7485 4.0829 -1.34
H -0.414 2.078 -1.779 -1.4978 -1.0388 1.0576 0.34
H -2.027 1.179 -1.583 0.4148 0.5278 0.6778 0.42
H -1.124 1.982 -0.149 -0.3558 -0.2897 0.2378 0.37
H 0.928 0.237 -0.710 -2.7809 -0.2213 -1.0159 -0.04
H -1.801 -1.299 -0.251 1.8731 0.6634 1.2187 0.53
H -0.063 -1.699 0.209 0.2226 -0.9113 0.0928 0.31
H -0.930 -0.834 2.278 -0.1885 1.2173 -0.7409 0.36
H -1.697 0.753 1.387 2.4729 -2.4049 0.5242 0.21
H 0.601 1.211 0.749 0.8569 1.3597 -1.5982 0.26
H 0.511 1.388 2.352 0.1104 0.4601 1.4480 0.48
H 1.796 -1.063 0.781 -0.2633 1.7787 2.0609 0.15
H 1.780 -0.967 2.601 -0.3308 0.8420 -0.6844 0.29
H 2.768 0.085 1.638 0.7315 1.2116 0.1065 0.41
H 0.248 -0.170 -3.078 0.2667 1.0626 -1.8574 0.88
H 0.780 -1.495 -2.271 0.2488 -0.1438 0.0212 1.00
H -0.850 -1.403 -2.638 -0.5837 -0.0486 -0.5340 0.88
```
Positions in Å, forces in eV/Å.

# 4
Formula: C5H8O2
Source: the Open Molecules 2025 dataset
Level of theory: ωB97M-V/def2-TZVPD

Computed properties:
Structure (SMILES)   O=C1CC(CO)C1
M   100.12 g/mol
HOMO level   -9.36 eV
Energy above the lowest of the compared OMol25 structures with the same formula, charge and spin   26.4 kcal per mole
Lowest unoccupied orbital energy   0.7 eV
F_max   0.0106 hartree/bohr
Gap between HOMO and LUMO   10.0439 eV

```
15
Properties=species:S:1:pos:R:3:forces:R:3:mulliken_charge:R:1
O 0.082 0.907 1.707 0.0485 0.1405 0.2740 -0.54
C 0.795 1.191 0.517 0.2009 0.0805 -0.3724 -0.80
C 0.344 0.220 -0.557 0.1027 0.1133 -0.0306 0.36
C -1.193 0.041 -0.700 -0.1933 0.0979 -0.0826 -0.78
C -0.999 -1.447 -0.419 -0.2616 -0.3722 -0.0024 0.42
O -1.736 -2.396 -0.421 0.3163 0.4436 0.0072 -0.56
C 0.504 -1.284 -0.205 0.1001 -0.1342 0.0283 -0.79
H 0.359 1.533 2.385 -0.0875 -0.1531 -0.0661 0.31
H 0.609 2.223 0.183 -0.0098 -0.1365 0.0667 0.37
H 1.880 1.079 0.672 -0.1608 0.0213 -0.0031 0.36
H 0.835 0.485 -1.498 -0.0834 -0.0358 0.1248 0.48
H -1.775 0.550 0.074 0.0692 -0.1076 -0.0664 0.26
H -1.634 0.256 -1.679 0.1037 -0.0318 0.1293 0.31
H 0.815 -1.476 0.827 -0.0699 0.0048 -0.1108 0.27
H 1.115 -1.883 -0.887 -0.0751 0.0692 0.1042 0.32
```
Positions in Å, forces in eV/Å.

# 5
Formula: C4H7O5Tl
Source: the Open Molecules 2025 dataset
Level of theory: ωB97M-V/def2-TZVPD

Computed properties:
Multiplicity   2
M   339.48 g/mol
Net charge   +1
HOMO level (alpha / beta)   -14.90 / -14.30 eV
Energy above the lowest of the compared OMol25 structures with the same formula, charge and spin   0.0 kcal per mole
Lowest unoccupied orbital energy (alpha / beta)   -6.3 / -7.2 eV
F_max   0.0455 hartree/bohr
Gap between HOMO and LUMO (alpha / beta)   8.6094 / 7.1070 eV

```
17
Properties=species:S:1:pos:R:3:forces:R:3:mulliken_charge:R:1
Tl 7.752 9.994 -20.350 -0.1189 -0.1163 0.1636 0.91
C 11.450 9.026 -16.971 0.7244 0.0152 0.3914 -0.96
C 10.462 8.242 -17.806 0.9476 2.1418 0.0206 0.75
O 10.152 7.100 -17.372 -0.3929 -1.4752 0.5085 -0.18
O 9.952 8.650 -18.842 -0.4745 0.1793 -0.5433 -0.52
H 12.258 8.401 -16.590 -0.1526 -0.3113 -0.0169 0.34
H 11.017 9.502 -16.091 -0.4542 -0.2125 -0.0982 0.29
H 11.951 9.818 -17.528 -0.3870 -0.1230 -0.4577 0.30
C 3.026 9.133 -21.927 0.8265 -0.5162 -0.0012 -0.90
C 4.293 9.447 -21.147 -2.1440 0.3971 -0.0243 0.81
O 5.319 8.667 -21.367 -0.0863 0.9882 0.6601 -0.30
O 4.371 10.392 -20.352 1.3856 -1.4215 -0.7801 -0.49
H 2.994 9.840 -22.756 -0.2724 0.0937 0.0911 0.27
H 2.127 9.148 -21.310 0.2272 0.4746 0.1246 0.32
H 3.072 8.130 -22.351 0.1950 -0.0431 -0.1069 0.33
O 8.152 7.158 -20.602 -0.0764 0.4201 -0.1011 -0.34
H 9.041 7.512 -20.795 0.2528 -0.4910 0.1698 0.35
```
Positions in Å, forces in eV/Å.

# 6
Formula: C9H10IN3S
Source: the Open Molecules 2025 dataset
Level of theory: ωB97M-V/def2-TZVPD

Computed properties:
M   319.17 g/mol
HOMO level (alpha / beta)   -8.76 / -8.48 eV
Energy above the lowest of the compared OMol25 structures with the same formula, charge and spin   6.4 kcal per mole
Lowest unoccupied orbital energy (alpha / beta)   -0.8 / -1.8 eV
F_max   0.0889 hartree/bohr
Gap between HOMO and LUMO (alpha / beta)   7.9686 / 6.6349 eV

```
24
Properties=species:S:1:pos:R:3:forces:R:3:mulliken_charge:R:1
C 5.090 1.931 -0.965 1.5659 0.9345 0.1648 0.58
C -0.364 -0.015 -0.249 -1.4187 -2.0518 1.6832 -0.31
C -1.659 0.023 0.381 1.6589 0.0836 1.3105 -0.70
C 0.600 -0.570 1.860 1.5165 -0.2242 -2.3945 -0.22
C 0.799 -0.427 0.478 -2.3398 2.6871 0.1658 0.50
C -1.693 -0.106 1.808 2.1440 -0.4166 -1.6802 0.55
C -2.855 0.029 2.683 -2.9648 0.8454 2.1662 -1.14
C 2.162 -0.326 -0.047 1.0683 -2.6783 -3.5485 -0.64
C 2.518 0.813 -3.884 -1.1078 -0.6181 0.1614 -0.81
N 6.008 2.641 -0.866 -0.5667 -0.0301 -0.1300 -0.53
N -0.537 -0.428 2.434 -1.9197 0.1952 1.8301 -0.54
N 4.236 0.957 -1.061 -1.0394 -1.0519 0.7568 -0.41
S 2.663 1.240 -0.833 -0.3944 0.6424 0.1609 0.13
I 4.483 0.319 -3.785 -0.7263 0.0617 -0.5788 0.24
H -0.459 -0.085 -1.307 0.6703 0.5533 -0.8979 0.39
H -2.565 0.154 -0.213 0.3293 0.1218 0.2039 0.36
H 1.522 -0.855 2.357 -0.3389 -0.0034 0.9659 0.31
H -3.430 -0.890 2.899 0.5567 -0.1813 -0.6134 0.26
H -2.688 0.354 3.771 0.5835 -0.1363 -1.7902 0.31
H -3.669 0.706 2.305 0.9809 -0.3929 0.0003 0.32
H 2.972 -0.590 0.651 -0.4690 -0.0035 -0.2260 0.42
H 2.180 -1.079 -0.993 0.4821 1.3196 2.1411 0.26
H 1.738 0.011 -3.747 1.2131 0.9244 -0.2288 0.33
H 2.186 1.761 -4.340 0.5161 -0.5807 0.3777 0.36
```
Positions in Å, forces in eV/Å.

Q: What is the M in the second record?
A: 207.02 g/mol